No. 1
A single C4H9NO molecule, computed with wB97M-V/def2-TZVPD.

The energy above the lowest of the compared OMol25 structures with the same formula, charge and spin is 229.7 kJ/mol. As for the structure (SMILES): CN(C)/C=C/O. The value obtained for the electronic energy is -7829.939 eV.

ORCA input file:
```
! RIJCOSX wB97M-V def2-TZVPD def2/J DEFGRID3
* xyz 0 1
C 0.531 1.425 0.328
N 0.521 -0.032 0.460
C 1.738 -0.617 -0.068
C -0.622 -0.603 -0.133
C -1.837 -0.614 0.419
O -2.935 -0.711 -0.380
H 0.656 1.767 -0.719
H 1.356 1.836 0.919
H -0.406 1.842 0.706
H 2.601 -0.226 0.479
H 1.696 -1.702 0.058
H 1.879 -0.396 -1.146
H -0.529 -0.986 -1.161
H -2.064 -0.535 1.477
H -2.585 -0.449 -1.239
*
```



No. 2
13 unconnected molecules or ions with the total composition C52H78O39, computed with wB97M-V/def2-TZVPD.

The energy above the lowest of the compared OMol25 structures with the same formula, charge and spin is 770.3 kJ/mol. The value obtained for the electronic energy is -135039.241 eV.

ORCA input file:
```
! RIJCOSX wB97M-V def2-TZVPD def2/J DEFGRID3
* xyz 0 1
C 4.018 1.465 6.851
C 3.501 -0.029 6.805
C 2.901 -0.540 8.141
O 1.805 -1.266 7.821
C 1.483 -1.060 6.494
O 0.475 -1.433 5.961
O 2.411 -0.198 5.925
H 3.267 2.148 7.248
H 4.481 1.837 5.937
H 4.858 1.536 7.542
H 4.286 -0.722 6.502
H 2.647 0.270 8.824
H 3.673 -1.129 8.636
C -1.377 -7.041 2.034
C -1.786 -7.988 0.904
C -2.032 -7.364 -0.445
O -1.246 -8.076 -1.350
C -0.638 -9.090 -0.672
O 0.025 -9.948 -1.226
O -0.807 -8.913 0.680
H -2.105 -6.310 2.386
H -0.487 -6.443 1.840
H -1.166 -7.712 2.867
H -2.724 -8.506 1.101
H -1.851 -6.293 -0.355
H -3.087 -7.541 -0.655
C 2.991 8.824 3.973
C 1.766 8.447 4.745
C 1.887 7.288 5.739
O 1.510 7.794 6.960
C 1.342 9.130 6.889
O 1.027 9.840 7.814
O 1.635 9.531 5.653
H 3.919 8.814 4.545
H 2.886 9.826 3.556
H 3.131 8.158 3.122
H 0.916 8.418 4.063
H 2.903 6.898 5.811
H 1.265 6.448 5.428
C -4.017 5.013 4.731
C -4.553 3.665 4.492
C -5.960 3.509 5.082
O -6.697 2.986 4.012
C -6.064 3.259 2.880
O -6.594 3.228 1.748
O -4.803 3.631 3.108
H -3.126 5.133 4.114
H -3.596 5.221 5.715
H -4.630 5.878 4.479
H -3.843 2.852 4.640
H -6.363 4.458 5.436
H -6.112 2.830 5.921
C 0.937 -1.071 0.458
C 0.566 0.329 0.081
C -0.612 0.904 0.955
O -0.051 2.155 1.398
C 1.248 2.217 1.108
O 1.979 3.142 1.393
O 1.667 1.151 0.369
H 1.778 -1.462 -0.113
H 0.153 -1.773 0.175
H 1.068 -1.160 1.536
H 0.344 0.555 -0.962
H -1.035 0.262 1.727
H -1.425 1.128 0.264
C 6.245 2.988 -4.109
C 6.235 1.435 -4.216
C 4.995 0.860 -3.575
O 4.474 0.019 -4.498
C 5.274 -0.036 -5.524
O 5.111 -0.825 -6.451
O 6.218 0.906 -5.477
H 5.465 3.533 -4.640
H 7.158 3.351 -4.581
H 6.246 3.347 -3.080
H 7.077 0.971 -3.702
H 4.311 1.692 -3.406
H 5.128 0.360 -2.616
C 7.104 -1.137 1.439
C 7.011 0.231 2.181
C 8.065 0.511 3.257
O 8.537 1.822 2.968
C 8.152 2.204 1.710
O 8.586 3.196 1.090
O 7.267 1.269 1.289
H 7.650 -1.083 0.497
H 6.135 -1.568 1.188
H 7.585 -1.808 2.151
H 6.056 0.399 2.678
H 8.971 -0.091 3.192
H 7.760 0.351 4.291
C 5.497 -6.915 -0.843
C 4.245 -6.978 0.061
C 4.428 -8.075 1.108
O 4.089 -7.378 2.341
C 4.132 -6.099 2.122
O 4.169 -5.169 2.946
O 4.240 -5.820 0.814
H 5.334 -6.215 -1.663
H 5.600 -7.902 -1.295
H 6.486 -6.764 -0.410
H 3.287 -6.997 -0.460
H 5.408 -8.550 1.078
H 3.680 -8.851 0.948
C 2.563 -7.996 -5.641
C 2.200 -6.517 -5.956
C 0.909 -6.486 -6.721
O 0.350 -5.259 -6.252
C 0.715 -5.158 -5.018
O 0.240 -4.329 -4.238
O 1.752 -5.966 -4.769
H 1.666 -8.547 -5.361
H 3.300 -8.144 -4.851
H 2.935 -8.462 -6.553
H 2.954 -5.877 -6.412
H 0.162 -7.270 -6.601
H 1.206 -6.425 -7.768
C -0.830 7.356 -0.867
C -2.169 6.653 -0.533
C -3.467 7.447 -0.601
O -4.263 6.770 -1.565
C -3.530 5.755 -2.108
O -3.985 5.077 -3.017
O -2.388 5.647 -1.504
H -0.835 7.776 -1.872
H 0.056 6.724 -0.802
H -0.566 8.237 -0.283
H -2.083 6.100 0.403
H -3.331 8.469 -0.956
H -4.094 7.550 0.285
C -0.479 1.767 -7.969
C -0.668 2.818 -6.783
C -0.353 2.229 -5.414
O 0.293 3.365 -4.792
C 0.730 4.209 -5.757
O 1.491 5.098 -5.583
O 0.177 3.935 -6.937
H -1.188 0.946 -7.867
H 0.488 1.265 -7.922
H -0.544 2.187 -8.972
H -1.697 3.177 -6.755
H 0.294 1.358 -5.518
H -1.266 1.932 -4.899
C -9.482 -2.085 1.599
C -8.397 -3.066 2.093
C -8.233 -4.325 1.314
O -6.909 -4.353 0.907
C -6.260 -3.217 1.155
O -5.068 -3.018 0.949
O -7.091 -2.396 1.946
H -9.722 -1.315 2.332
H -10.384 -2.541 1.192
H -9.040 -1.478 0.808
H -8.635 -3.397 3.104
H -8.890 -4.433 0.451
H -8.375 -5.109 2.058
C -6.283 -0.091 -4.078
C -7.777 -0.138 -4.115
C -8.451 1.198 -3.785
O -9.442 1.368 -4.748
C -9.276 0.410 -5.734
O -9.992 0.332 -6.753
O -8.245 -0.364 -5.397
H -5.609 -0.948 -4.063
H -5.878 0.497 -3.254
H -5.942 0.593 -4.855
H -8.159 -0.898 -3.433
H -7.696 1.983 -3.819
H -8.881 1.084 -2.790
*
```



No. 3
A molecular structure, C14H15NO4Pt, computed with wB97M-V/def2-TZVPD.

The value obtained for the electronic energy is -27661.792 eV.

ORCA input file:
```
! RIJCOSX wB97M-V def2-TZVPD def2/J DEFGRID3
* xyz 2 1
C 0.185 -3.994 -0.198
C -0.973 -3.312 -0.891
O -1.117 -1.899 -0.532
C -0.078 -1.124 -0.862
O 0.799 -0.882 -0.058
C -0.100 -0.463 -2.205
C 0.868 0.705 -2.270
C 0.240 1.979 -1.609
C 0.399 1.890 -0.145
C 1.569 2.286 0.524
C 1.633 2.218 1.895
C 0.593 1.703 2.725
C -0.554 1.298 2.082
C -0.676 1.388 0.705
C -2.088 0.890 0.371
O -2.784 1.225 -0.512
N -2.401 -0.026 1.461
C -1.863 0.703 2.626
O -2.341 0.814 3.681
H 1.116 -3.823 -0.734
H 0.014 -5.066 -0.176
H 0.301 -3.637 0.820
H -1.891 -3.795 -0.579
H -0.933 -3.421 -1.972
H -1.120 -0.152 -2.425
H 0.157 -1.180 -2.987
H 1.072 0.941 -3.308
H 1.796 0.498 -1.751
H 0.795 2.856 -1.947
H -0.805 2.139 -1.859
H 2.387 2.664 -0.069
H 2.554 2.589 2.434
H 0.685 1.645 3.800
H -1.693 -0.767 1.311
Pt 4.251 3.114 2.655
*
```



No. 4
2 unconnected molecules or ions with the total composition C4H9N3O, computed with wB97M-V/def2-TZVPD.

The energy above the lowest of the compared OMol25 structures with the same formula, charge and spin is 1045.8 kJ/mol. The value obtained for the electronic energy is -10801.622 eV.

ORCA input file:
```
! RIJCOSX wB97M-V def2-TZVPD def2/J DEFGRID3
* xyz 0 1
C 1.389 -0.080 -0.295
C 0.921 1.286 0.010
C 0.078 0.109 0.401
C -2.155 0.544 -0.384
H 2.604 -0.072 1.304
H 3.342 -1.001 -0.460
H 1.120 -0.303 -1.347
H 0.775 1.826 -0.968
H 1.461 1.795 0.644
H 0.083 0.058 1.579
H -0.683 -2.264 -0.696
H -2.277 1.778 -0.723
H -3.391 -0.974 0.722
N 2.361 -0.982 0.251
N -0.928 -0.208 -0.381
N -3.250 0.031 0.507
O -1.449 -1.541 -0.164
*
```



no.,HOMO energy (hartree),frontier orbital gap (Eh)
1,-0.296,0.33238
2,-0.392,0.38797
3,-0.604,0.12814
4,-0.310,0.32588